Computed, not measured: a molecular structure, C22H54BeBr6CaN4O4 at a distorted geometry, with wB97M-V/def2-TZVPD.

Its molar mass is 967.2 g/mol. Its maximum force is 0.0641 hartree/bohr. The value obtained for the LUMO energy is -9.25 eV. The calculation puts the HOMO-LUMO gap at 0.908 eV.

ORCA input file:
```
! wB97M-V def2-TZVPD RIJCOSX def2/J DEFGRID3
* xyz 2 1
C 2.764 -2.834 0.015
O 3.242 -1.904 -0.878
C 2.230 -1.242 -1.612
C 1.441 -0.244 -0.762
C 1.626 1.218 -1.151
C 0.545 2.159 -0.608
C 0.121 1.931 0.846
C -1.353 2.378 1.082
C -2.295 1.180 1.165
C -2.429 0.371 -0.128
C -2.559 -1.122 0.186
N -3.022 -1.846 -1.052
N -3.473 -3.203 -0.877
H 2.939 -3.954 -0.252
H 3.227 -2.679 0.989
H 1.681 -2.764 0.159
H 1.523 -1.980 -2.002
H 2.695 -0.779 -2.477
H 0.378 -0.500 -0.829
H 1.697 -0.350 0.291
H 2.643 1.537 -0.919
H 1.558 1.268 -2.240
H 0.926 3.180 -0.665
H -0.314 2.147 -1.279
H 0.768 2.473 1.531
H 0.150 0.883 1.141
H -1.392 2.917 2.025
H -1.628 3.044 0.266
H -3.286 1.562 1.408
H -1.988 0.534 1.988
H -3.305 0.673 -0.704
H -1.575 0.477 -0.794
H -3.272 -1.297 0.984
H -1.576 -1.527 0.410
H -2.277 -1.881 -1.754
H -3.811 -1.338 -1.493
H -2.658 -3.781 -0.679
H -4.062 -3.233 -0.047
C 6.709 -1.330 0.160
N 7.253 -1.495 1.536
O 6.870 -0.718 2.387
O 8.037 -2.396 1.710
H 6.025 -0.490 0.162
H 7.546 -1.149 -0.506
H 6.194 -2.249 -0.103
C -1.431 8.023 5.372
C -2.240 7.281 4.323
O -1.969 5.885 4.292
C -2.288 5.151 5.456
C -3.761 5.080 5.794
H -0.368 7.808 5.243
H -1.588 9.098 5.275
H -1.703 7.742 6.386
H -1.954 7.667 3.345
H -3.315 7.457 4.431
H -1.690 5.493 6.306
H -1.973 4.128 5.237
H -4.314 6.049 6.138
H -3.922 4.376 6.609
H -4.320 4.755 4.910
C 0.934 7.098 0.036
Br 1.008 9.385 -0.133
Br 2.651 6.188 -0.144
Br -0.007 6.555 1.613
H 0.331 6.795 -0.819
C -1.312 -7.944 -2.829
C -1.363 -6.462 -3.162
N -0.181 -5.736 -2.722
C -0.332 -4.304 -2.777
C -0.530 -3.626 -4.140
C 1.098 -6.251 -3.203
C 1.311 -6.348 -4.718
H -1.131 -8.099 -1.765
H -2.264 -8.409 -3.082
H -0.538 -8.463 -3.392
H -2.232 -6.031 -2.651
H -1.547 -6.348 -4.241
H 0.532 -3.849 -2.279
H -1.201 -4.049 -2.146
H 0.396 -3.589 -4.710
H -0.857 -2.588 -3.999
H -1.290 -4.124 -4.741
H 1.245 -7.244 -2.776
H 1.890 -5.643 -2.765
H 0.451 -6.781 -5.231
H 2.167 -6.991 -4.922
H 1.528 -5.380 -5.168
Br 3.315 4.095 -1.272
Be -4.647 -3.131 -2.995
Br -4.268 7.500 7.405
Br 4.332 -4.785 -1.517
Ca 2.834 10.920 -0.506
*
```